1.
6 unconnected molecules or ions with the total composition C23H57N3O10P. Source: OMol25; level of theory: wB97M-V/def2-TZVPD.

The geometry in XYZ format:
```
94
Properties=species:S:1:pos:R:3
H 3.946 1.672 2.559
H 1.897 -7.989 -1.237
H -4.603 -2.611 -2.946
H 3.884 1.465 5.929
H -4.521 -1.915 -1.303
H 1.194 -4.707 -1.645
H 1.064 -2.400 -0.936
C -1.064 -0.229 -1.975
H -1.699 -6.823 0.043
H 0.122 -8.128 -1.372
O 0.839 -6.358 -0.524
H -7.159 -5.591 -2.590
H -3.186 -6.050 -0.578
H -6.467 -3.421 -1.609
H 6.001 2.618 4.478
H 6.016 5.618 3.824
H -1.728 0.733 -0.148
C -6.103 -5.303 -2.605
H 0.335 1.683 4.145
C -1.787 4.397 -1.735
C 0.943 -7.757 -0.756
C -5.856 -4.319 -1.480
H -2.820 1.649 -2.703
C -1.875 7.074 -3.917
H -0.852 7.405 -3.746
H 0.908 -8.257 0.210
C -4.168 -2.726 -1.954
C 6.114 3.462 3.790
H -0.663 0.822 2.939
H 1.529 1.521 2.038
C -0.877 -5.225 -1.810
H -0.446 0.151 4.569
H 2.368 2.346 6.193
H 8.677 5.613 6.083
O -1.712 -6.347 -1.996
H -1.318 5.377 -1.633
C 2.868 1.620 5.554
C -1.114 0.011 -0.658
H -2.712 -0.581 -4.933
H 3.811 0.353 3.729
H -4.640 -6.135 -4.776
O 2.910 2.155 4.236
H 5.341 3.374 3.021
H 8.383 5.501 4.339
H 2.315 0.679 5.593
C -3.883 5.491 -1.845
O -2.624 7.357 -2.746
H -2.813 -7.737 -0.986
H -4.608 7.438 -2.320
C 2.056 0.686 2.514
O 6.829 4.908 5.601
C -2.381 -6.754 -0.807
O -3.044 4.467 -2.378
C 3.271 1.185 3.269
C 0.336 -1.615 -1.084
H 7.615 6.798 5.299
H 8.374 2.917 4.888
H -3.579 5.752 -0.828
H -3.788 -5.014 -3.677
H 2.392 0.002 1.724
C 5.923 4.777 4.518
N -2.950 -0.513 -3.947
O 1.173 -0.055 3.347
C -3.892 6.720 -2.729
P -2.065 0.597 -3.279
C 0.584 -5.620 -1.702
H 4.913 4.798 4.939
H -1.866 6.005 -4.145
H -1.137 3.763 -2.342
O 7.368 3.409 3.126
H 9.307 2.845 3.383
H -5.505 -6.208 -2.464
N -0.151 -1.221 -2.255
H -3.083 -2.656 -2.042
H -1.901 3.940 -0.743
H -4.375 -4.446 -5.253
H -4.896 5.084 -1.799
C -4.592 -5.104 -4.412
N -0.202 -0.902 -0.138
H 0.017 -0.996 0.850
C 0.046 0.701 3.769
H -6.143 -4.788 -0.534
C 7.932 5.750 5.302
H -1.182 1.204 -4.204
O -4.477 -3.982 -1.380
H -2.284 7.626 -4.769
H -1.002 -4.585 -2.695
O -5.846 -4.718 -3.872
C 8.334 2.647 3.830
H 0.899 -6.178 -2.590
H -1.187 -4.648 -0.930
H 8.115 1.577 3.734
H -4.215 6.466 -3.743
H 0.093 -1.594 -3.162
```

## Properties
* frontier orbital gap: 7.36 eV
* charge: +1
* largest force on an atom: 2.84 eV Å⁻¹

2.
A gas-phase ion, C4H4NO (charge -1). Source: OMol25; level of theory: wB97M-V/def2-TZVPD.

The geometry in XYZ format:
```
10
Properties=species:S:1:pos:R:3
C -1.405 -0.175 -0.603
H 2.079 0.337 -0.238
C -0.080 0.466 -0.627
C -0.993 1.033 0.301
H -1.544 -1.165 -0.165
O 1.171 0.839 1.982
H 1.203 -1.245 -0.344
H -2.069 0.037 -1.439
N 0.515 0.052 1.241
C 1.122 -0.178 -0.107
```

## Properties
* ΔE to the lowest compared entry with this formula, charge and spin: 257.6 kJ/mol
* frontier orbital gap: 7.23 eV
* charge: -1
* largest force on an atom: 2.38 eV Å⁻¹

3.
A single HNO2S molecule. Source: OMol25; level of theory: wB97M-V/def2-TZVPD.

The geometry in XYZ format:
```
5
Properties=species:S:1:pos:R:3
O -1.717 1.473 0.470
H 1.163 -1.724 -0.174
S 0.691 0.585 0.160
O 0.629 -1.128 -0.599
N -0.767 0.794 0.143
```

## Properties
* structure (SMILES): O=NSO
* ΔE to the lowest compared entry with this formula, charge and spin: 252.8 kJ/mol
* frontier orbital gap: 8.51 eV
* largest force on an atom: 5.18 eV Å⁻¹

4.
A molecular structure, C12H26BiNO5P2S. Source: OMol25; level of theory: wB97M-V/def2-TZVPD.

The geometry in XYZ format:
```
48
Properties=species:S:1:pos:R:3
H -2.538 5.693 1.335
H 2.080 2.044 3.428
H -2.191 0.345 2.289
H -3.245 -2.820 -2.729
C 1.146 -4.071 0.444
C -4.164 -0.063 -1.574
C -0.180 3.265 -3.638
C 1.685 3.137 -0.346
O -1.779 -0.249 1.640
H -0.257 3.919 -4.514
O -3.162 5.063 1.732
H 0.077 -4.068 0.690
C -0.809 2.027 -3.623
H 2.683 3.263 -0.800
P 1.902 1.977 1.040
H 1.714 -4.615 1.208
H -4.898 -0.560 -0.917
H 2.771 3.535 2.713
H -1.661 -3.071 -1.906
C 0.701 2.768 -1.453
H 3.605 0.910 -0.338
S 1.758 -2.401 0.393
H 3.585 0.293 1.332
C 3.504 1.197 0.720
H -2.493 -0.938 0.023
P -2.594 -0.905 -1.397
H 1.464 4.119 0.061
C -2.683 -2.665 -1.797
C 1.945 2.806 2.640
H 1.056 4.614 -2.470
O 0.974 -1.717 -0.728
H -1.751 -0.331 -3.493
N 0.021 1.611 -1.418
C -1.297 -0.196 -2.487
H -3.188 -3.181 -0.963
O 1.248 -1.730 1.666
H -1.339 1.639 -4.494
H 0.987 3.321 2.825
H 1.306 -4.520 -0.544
C -0.745 1.231 -2.471
H 4.310 1.893 0.989
O 3.187 -2.370 0.244
H -0.451 -0.909 -2.396
H -2.655 4.614 2.418
C 0.565 3.646 -2.527
H -4.017 0.975 -1.236
H -4.491 -0.098 -2.625
Bi 0.115 0.094 0.637
```

## Properties
* ΔE to the lowest compared entry with this formula, charge and spin: 0.0 kJ/mol
* frontier orbital gap: 8.24 eV
* charge: +2
* largest force on an atom: 2.28 eV Å⁻¹

5.
A molecular structure, C15H13AgINO3P. Source: OMol25; level of theory: wB97M-V/def2-TZVPD.

The geometry in XYZ format:
```
35
Properties=species:S:1:pos:R:3
C -0.661 -0.781 -2.068
H 4.164 -2.120 0.301
H -1.256 2.359 1.500
H -4.579 -0.448 -0.862
C -4.196 0.822 0.816
H 2.881 1.753 -1.314
C -3.259 1.595 1.495
C -4.130 1.648 3.597
C -2.561 0.262 -0.822
C -2.124 -0.446 -2.040
C -1.979 1.740 0.994
O 0.336 2.221 -0.707
H 3.477 1.097 1.461
H 1.980 -1.357 0.870
O -4.651 1.110 4.489
C -3.853 0.155 -0.341
I -0.208 -2.513 -3.131
H 3.559 -2.690 -1.353
C 0.242 -0.029 -1.433
H 3.973 0.534 -0.705
C -1.640 1.063 -0.158
C 2.056 -1.765 -0.134
C -0.284 1.191 -0.740
H 1.205 -2.422 -0.288
C 2.627 1.260 0.806
H 1.751 0.745 1.187
H -5.205 0.745 1.190
P 2.010 -0.471 -1.455
H 3.144 -3.566 0.197
C 2.943 0.893 -0.657
O -2.859 -0.748 -2.937
H 2.375 2.313 0.863
Ag 4.982 -3.853 -1.069
N -3.601 2.285 2.697
C 3.342 -2.583 -0.251
```

## Properties
* frontier orbital gap: 5.30 eV
* charge: +1
* largest force on an atom: 1.62 eV Å⁻¹

6.
2 unconnected molecules or ions with the total composition C2H3FS2. Source: OMol25; level of theory: wB97M-V/def2-TZVPD.

The geometry in XYZ format:
```
8
Properties=species:S:1:pos:R:3
H 1.324 -2.207 1.253
S -2.203 0.862 -0.245
C 1.724 -1.330 0.885
F 2.303 0.758 -0.212
C 1.893 -0.270 0.360
S -1.583 -0.992 -0.367
H -2.475 1.716 -1.458
H -0.983 1.463 -0.218
```

## Properties
* ΔE to the lowest compared entry with this formula, charge and spin: 332.3 kJ/mol
* frontier orbital gap (spin up / spin down): 6.21 / 6.96 eV
* largest force on an atom: 3.98 eV Å⁻¹
* 2S+1: 3

7.
A single C7H8N2O molecule. Source: OMol25; level of theory: wB97M-V/def2-TZVPD.

The geometry in XYZ format:
```
18
Properties=species:S:1:pos:R:3
H -0.650 0.018 -3.891
C 1.744 -0.871 -1.612
N -0.868 0.408 0.727
C -0.149 -0.096 -2.800
H -1.058 1.999 2.850
C 1.115 -0.680 -2.812
C 1.136 -0.588 -0.428
C -1.420 0.845 2.981
C -0.476 0.177 2.017
H -2.319 0.656 2.683
H -1.310 0.532 3.822
O 0.532 -0.490 2.389
H 1.647 -0.941 -3.496
C -0.125 -0.074 -0.461
N -0.739 0.227 -1.574
H 1.754 -0.776 0.476
H -1.568 1.088 0.757
H 2.755 -1.434 -1.629
```

## Properties
* structure (SMILES): CC(=O)Nc1ccccn1
* ΔE to the lowest compared entry with this formula, charge and spin: 264.8 kJ/mol
* frontier orbital gap: 10.19 eV
* largest force on an atom: 12.04 eV Å⁻¹

8.
2 unconnected molecules or ions with the total composition C3H11N2O. Source: OMol25; level of theory: wB97M-V/def2-TZVPD.

The geometry in XYZ format:
```
17
Properties=species:S:1:pos:R:3
H 0.327 2.043 3.127
C -0.235 -0.575 0.484
H 1.252 1.236 -0.985
H 0.517 -1.178 -2.628
N 0.223 -1.288 -0.589
H 0.633 2.509 1.730
C 0.142 -0.534 -1.835
H -1.697 -0.365 1.888
H 0.038 1.677 -2.024
H 1.551 0.888 -2.669
H -0.901 -0.367 -2.152
H 0.922 -1.966 -0.359
H 0.269 0.279 0.919
H -1.650 -1.852 0.993
O 0.211 1.774 2.217
N -1.267 -0.930 1.172
C 0.774 0.876 -1.906
```

## Properties
* ΔE to the lowest compared entry with this formula, charge and spin: 203.3 kJ/mol
* frontier orbital gap: 9.51 eV
* charge: +1
* largest force on an atom: 1.52 eV Å⁻¹

9.
14 unconnected molecules or ions with the total composition C43H121N21O18. Source: OMol25; level of theory: wB97M-V/def2-TZVPD.

The geometry in XYZ format:
```
203
Properties=species:S:1:pos:R:3
O -3.259 -0.881 3.871
H -0.848 -5.132 -9.495
H 2.130 -4.729 3.392
H 1.592 5.878 2.510
C -1.293 1.093 0.902
N 1.339 10.113 -1.444
H -3.110 -7.536 -6.381
N -2.908 6.402 1.731
H 0.015 -4.279 6.912
H -0.212 -0.764 -1.243
C 4.267 7.159 -2.662
C 0.148 7.925 -1.712
C -0.993 5.848 -1.501
C -5.237 3.457 4.168
O -2.014 4.096 6.076
H -3.843 -3.139 4.740
C -4.300 4.637 0.593
O -1.578 -3.407 2.920
H 1.815 1.190 -1.094
H -1.405 -0.997 1.574
H 6.859 4.363 -1.053
H 1.842 -3.251 -2.792
O -0.312 -5.364 -2.868
N 2.329 -5.504 2.782
C -3.067 -6.456 -6.212
C -0.612 2.358 1.393
H 2.544 3.262 -3.759
C 5.364 -7.441 -1.957
H 5.293 -7.872 -2.966
H 3.289 -2.533 -3.605
C 0.202 -5.470 -1.533
H -3.162 -5.901 -8.287
O 5.806 -9.639 -1.143
C -4.381 -1.276 4.132
H 2.325 11.131 -2.960
H -0.636 4.946 -0.989
H 5.130 -8.027 0.088
H 1.370 9.758 -3.509
N -1.835 2.287 4.712
N -2.759 1.114 1.242
H -2.157 6.410 1.053
H 3.698 -0.899 5.648
H 6.448 -7.282 -1.816
H 4.912 2.267 -2.558
H -5.005 5.332 5.154
H -0.573 -7.341 -5.441
H -1.876 -3.534 5.664
N -0.162 -4.776 6.040
H -0.863 -2.386 -5.337
C 6.516 3.374 -0.727
H -6.963 5.703 0.591
H 4.590 4.001 -2.599
C -1.111 -4.413 3.814
H -4.273 3.749 1.237
C 2.052 10.103 -2.713
H 2.436 -6.407 3.200
H 2.291 0.690 2.998
H -5.235 0.460 3.834
C 5.217 -5.021 -2.303
H 1.995 -0.741 1.973
H 1.309 6.010 0.686
H 2.692 -3.635 0.204
H -0.862 2.636 2.417
N 4.663 -6.217 -1.736
C -0.895 -6.443 -4.917
H -6.710 4.183 1.372
C 0.959 8.866 -0.820
H -0.408 5.332 3.785
C 0.062 -1.414 -0.406
H -3.914 1.760 -0.830
O -5.093 -0.425 -2.801
C -2.365 -2.777 -4.030
H 3.074 -4.230 -3.546
H 6.318 -5.008 -2.344
C -6.656 4.667 0.386
H -7.139 4.272 4.398
H -0.325 0.098 2.467
H 1.847 8.369 -0.431
H -2.724 -3.175 1.203
H -5.535 -2.974 4.640
N -4.639 4.437 4.893
H -0.423 -3.319 -3.946
H -0.657 5.757 -2.537
H 0.330 9.096 0.044
C 2.920 -3.328 -2.946
C -2.426 5.668 2.919
H -1.676 -3.755 -2.417
O -5.430 4.566 -0.281
H -3.295 -4.394 2.330
C 6.706 -9.964 -0.106
N -2.529 -3.486 -2.872
O -3.244 -2.258 -4.678
C 0.966 6.237 1.689
H -7.404 4.214 -0.264
C 3.333 9.319 -2.766
C 5.007 -8.474 -0.904
H -0.831 -5.490 6.329
H 2.704 -3.167 1.836
N -4.511 1.376 -1.543
H -0.319 -4.353 -7.970
H 0.433 3.691 6.462
C -4.539 0.024 -1.821
H 6.196 -10.548 0.668
N 3.303 -0.361 4.901
H 0.571 2.526 5.175
C -4.220 5.987 1.301
H 7.163 -9.082 0.354
H 3.495 0.852 -1.107
H -1.163 1.079 -0.186
H 4.029 6.096 -2.611
H -4.601 6.778 0.648
H -0.425 -5.532 -5.293
H -1.801 -4.663 1.332
H 4.971 -5.036 -3.377
H 3.979 -8.852 -0.907
H 0.518 -5.821 -8.583
N -4.629 -2.603 4.418
C -0.674 -0.190 1.469
C 4.534 3.111 -1.954
O 3.169 -2.233 3.615
O 3.427 -3.423 -1.637
C 2.777 1.642 -0.847
H 2.851 1.911 0.201
H -1.194 -7.247 -2.907
H -2.085 5.843 -1.450
C -0.927 -3.822 5.193
H -0.585 -1.847 4.377
N 0.044 3.227 5.661
H -2.620 4.592 2.817
O -1.220 -6.203 -7.733
O 3.107 7.924 -2.623
O -0.379 5.809 1.787
H 0.671 -4.498 -1.374
N 2.248 -0.301 2.845
H 0.711 10.892 -1.370
C -0.155 -2.508 5.137
O 2.871 -6.131 0.666
H 0.475 2.304 1.257
H -6.995 2.761 3.523
O -0.447 6.963 -0.831
H 6.863 3.221 0.295
H -0.761 -2.103 -0.184
H 3.823 9.453 -3.739
C -0.438 -5.306 -8.495
C -0.473 -6.654 -3.479
H 5.001 -3.943 -0.509
H -4.880 1.999 -2.236
H -3.449 4.528 -0.089
H -1.221 1.721 4.155
H -3.394 -3.887 -2.569
H -0.633 8.505 -2.210
N -1.018 -2.622 -4.374
C 4.810 -3.763 -1.570
H 3.024 0.596 4.993
H -2.511 -5.353 -4.566
H -2.806 2.018 4.774
H -2.919 2.053 1.607
H -0.877 3.237 0.798
N -5.493 -0.480 4.100
H -1.851 -5.227 3.792
H -0.853 7.016 3.409
O 0.433 -0.638 0.711
N -2.365 -6.284 -4.944
N -3.943 -0.704 -0.815
H 5.472 -2.944 -1.874
H 0.860 7.367 -2.318
N 2.377 2.537 -3.073
H -6.442 -0.797 4.079
C 2.657 -5.238 1.484
H -3.436 -0.183 -0.108
C 3.032 2.804 -1.804
C 2.936 -1.041 3.767
H -4.101 -6.144 -6.057
H 0.950 -6.259 -1.477
H -4.106 -1.679 -0.666
C -0.944 5.972 3.076
H -3.651 4.241 5.049
O -4.571 2.580 3.616
H 7.496 -10.569 -0.552
H -0.309 -1.948 6.063
H 7.025 2.631 -1.353
N -6.606 3.471 4.116
H 0.888 -2.597 4.828
H 2.588 3.701 -1.351
H 4.917 7.354 -1.797
H -4.913 5.995 2.150
H 4.021 9.623 -1.964
H 0.872 -2.058 -0.758
H -2.858 0.579 2.111
N 2.730 -3.926 1.170
H 2.691 1.646 -3.439
H 4.820 7.307 -3.600
O 5.128 3.230 -0.704
H -2.980 6.084 3.759
H -0.639 -5.608 -0.850
H -0.188 -4.856 3.422
H -2.486 -4.645 -7.217
H 3.932 -6.095 -1.052
H 0.921 7.334 1.755
H 0.497 -7.163 -3.385
C -1.335 3.183 5.618
C -2.513 -5.725 -7.417
C -2.393 -3.939 1.907
```

## Properties
* frontier orbital gap: 7.54 eV
* largest force on an atom: 2.56 eV Å⁻¹

10.
2 unconnected molecules or ions with the total composition C5H8O2. Source: OMol25; level of theory: wB97M-V/def2-TZVPD.

The geometry in XYZ format:
```
15
Properties=species:S:1:pos:R:3
H -0.579 -0.237 1.480
H 0.572 -0.473 -1.828
H -1.087 -0.638 -2.425
H -0.084 2.111 1.955
C 0.434 0.057 1.227
H 0.112 -2.665 -1.687
C 0.768 1.534 1.610
C -0.433 -0.803 -1.534
C 0.867 1.114 0.220
H 1.713 1.750 2.105
H -1.803 -0.388 -0.031
H 1.165 -0.729 1.398
C -1.065 0.168 -0.641
O -0.457 -2.152 -1.100
O 1.540 1.262 -0.764
```

## Properties
* ΔE to the lowest compared entry with this formula, charge and spin: 617.5 kJ/mol
* frontier orbital gap: 8.86 eV
* largest force on an atom: 0.63 eV Å⁻¹

11.
3 unconnected molecules or ions with the total composition C5H12O3. Source: OMol25; level of theory: wB97M-V/def2-TZVPD.

The geometry in XYZ format:
```
20
Properties=species:S:1:pos:R:3
C -0.332 0.640 -0.547
H -1.745 1.297 -1.884
C -1.082 0.489 -1.641
H 2.400 0.560 2.296
O 2.419 -0.409 2.260
H -1.277 2.483 0.072
H -1.328 -3.245 0.981
H 1.682 -0.704 2.816
O -0.461 -3.061 1.385
H 0.906 -0.452 0.647
C -0.379 1.881 0.223
O 0.558 -0.351 -0.257
H 0.018 -2.619 0.673
H -1.816 -0.661 -3.274
C -1.014 -0.704 -2.531
H -0.061 -0.771 -3.067
H 1.499 1.765 1.233
H -1.108 -1.672 -2.025
C 0.566 2.289 1.060
H 0.555 3.245 1.581
```

## Properties
* structure (SMILES): C=C/C(O)=C/C.O.O
* ΔE to the lowest compared entry with this formula, charge and spin: 183.6 kJ/mol
* frontier orbital gap: 9.05 eV
* largest force on an atom: 0.89 eV Å⁻¹